(1)
The following is a DFT calculation (ωB97M-V/def2-TZVPD) of a structure of composition C36H42As2BrFeN3O8S2 at a distorted geometry.

The lowest unoccupied orbital energy (spin up / spin down) comes out at -0.19 / -0.27 eV.

Structure (XYZ):
```
95
Properties=species:S:1:pos:R:3:mulliken_charge:R:1
Fe -0.387 -0.278 0.718 -0.1710
C 0.261 -0.915 3.726 -1.1802
N 0.882 -0.248 2.567 1.4744
C 1.135 1.177 2.829 -1.2328
C -0.139 1.980 2.731 -1.4074
N -0.735 1.889 1.387 1.6692
C -2.167 2.231 1.475 -1.4865
C -0.058 2.770 0.431 -0.3962
C -0.341 4.134 0.413 -0.6327
C 0.237 4.973 -0.522 -0.9860
C 1.112 4.441 -1.463 -0.9306
C 1.424 3.095 -1.429 -0.6815
C 0.862 2.239 -0.471 0.5976
S 1.383 0.572 -0.417 0.2261
C 2.083 -0.954 2.141 -0.1903
C 3.348 -0.534 2.517 -0.6596
C 4.479 -1.161 2.009 -1.0817
C 4.352 -2.217 1.126 -0.8878
C 3.088 -2.682 0.787 -0.3782
C 1.961 -2.060 1.301 1.3532
S 0.321 -2.651 0.932 -0.8055
H 0.067 -1.958 3.490 0.3373
H -0.688 -0.438 3.970 0.2790
H 0.921 -0.868 4.598 0.3065
H 1.839 1.534 2.078 0.5851
H 1.569 1.329 3.824 0.5268
H 0.082 3.022 2.983 0.3687
H -0.876 1.620 3.452 0.5255
H -2.332 3.189 1.975 0.5598
H -2.687 1.466 2.043 0.3259
H -2.589 2.286 0.474 0.2436
H -1.028 4.556 1.137 0.3567
H 0.001 6.029 -0.519 0.4085
H 1.555 5.078 -2.218 0.4486
H 2.116 2.674 -2.148 0.4101
H 3.468 0.311 3.181 0.4174
H 5.460 -0.804 2.296 0.3856
H 5.220 -2.689 0.687 0.4711
H 2.995 -3.515 0.107 0.3873
C -1.876 1.527 -4.351 -1.7445
C -2.232 0.933 -3.020 -0.5385
C -3.525 0.969 -2.509 -0.5935
C -3.814 0.399 -1.273 -1.0968
C -2.762 -0.200 -0.624 -0.0933
Br -2.930 -0.997 1.109 -0.0704
N -1.519 -0.253 -1.069 2.0049
C -1.256 0.312 -2.251 0.3300
H -2.725 1.495 -5.031 0.4417
H -1.043 0.990 -4.807 0.3269
H -1.578 2.572 -4.228 0.4188
H -4.320 1.434 -3.079 0.5279
H -4.807 0.401 -0.849 0.5588
H -0.227 0.227 -2.586 0.4571
C -2.303 -1.296 -4.589 -1.0104
O -0.999 -1.465 -4.047 -0.0616
C 0.050 -0.953 -4.826 -0.4749
O -0.198 -0.361 -5.868 -0.7238
C 1.276 -1.057 -4.162 -0.2810
C 2.141 -1.995 -3.811 0.5020
As 1.925 -3.883 -4.444 0.5101
C 3.778 -4.450 -4.746 -1.3597
C 1.680 -4.892 -2.757 0.6172
C 1.021 -4.531 -1.657 0.2305
As 0.283 -2.733 -1.369 1.3205
C -1.564 -3.415 -1.377 -1.4198
C 0.755 -5.536 -0.575 -0.3655
O -0.312 -6.081 -0.410 -0.6319
O 1.823 -5.760 0.192 -0.0927
C 1.675 -6.713 1.253 -0.9444
C 2.234 -6.288 -2.839 -0.0962
O 3.350 -6.563 -2.501 -0.5786
O 1.441 -7.253 -3.351 -0.3754
C 0.105 -6.947 -3.777 -0.4462
C 3.251 -1.789 -2.837 0.8152
O 3.621 -2.666 -2.087 -0.5164
O 3.920 -0.625 -2.779 -0.3269
C 3.587 0.538 -3.530 -0.5690
H -2.960 -0.915 -3.804 0.2680
H -2.677 -2.260 -4.938 0.3036
H -2.274 -0.601 -5.426 0.4541
H 4.176 -3.879 -5.584 0.4625
H 3.793 -5.508 -5.006 0.4471
H 4.379 -4.291 -3.854 0.3522
H -1.701 -3.875 -2.351 0.3890
H -2.280 -2.605 -1.265 0.2507
H -1.711 -4.167 -0.603 0.5552
H 1.914 -7.707 0.879 0.3037
H 0.659 -6.701 1.639 0.3742
H 2.386 -6.423 2.021 0.2600
H -0.287 -7.877 -4.180 0.3438
H 0.103 -6.185 -4.555 0.2486
H -0.512 -6.625 -2.939 0.1502
H 4.416 1.224 -3.363 0.2672
H 2.658 0.974 -3.166 -0.0624
H 3.485 0.325 -4.592 0.4264
```



(2)
The following is a DFT calculation (ωB97M-V/def2-TZVPD) of a structure of composition C57H50F6IN2O5P2RbS2 at a distorted geometry.

The charge is -2. The lowest unoccupied orbital energy comes out at 3.62 eV. The calculation puts the relative energy (zero: lowest compared OMol25 entry of this formula, charge and spin) at 0.6358 eV.

Structure (XYZ):
```
126
Properties=species:S:1:pos:R:3:mulliken_charge:R:1
Rb 0.321 1.204 -1.869 1.3403
I -2.309 -0.871 -4.423 0.2232
C -0.891 -1.800 -5.655 0.1392
C -1.358 -2.492 -6.737 -0.7076
C -0.437 -3.134 -7.595 -0.4828
C 0.900 -3.050 -7.339 -0.8747
C 1.388 -2.328 -6.219 1.2481
C 2.778 -2.241 -5.968 -1.0455
C 3.218 -1.535 -4.883 -0.6981
C 2.295 -0.907 -4.013 -0.2959
C 0.918 -0.941 -4.165 0.0832
C 0.489 -1.672 -5.321 -0.3348
H -2.420 -2.547 -6.936 0.3634
H -0.800 -3.685 -8.455 0.3400
H 1.617 -3.537 -7.994 0.2942
H 3.469 -2.732 -6.646 0.2644
H 4.284 -1.456 -4.687 0.4006
H 2.732 -0.366 -3.171 -0.0376
C 3.100 -2.544 -0.503 -1.0816
C 2.645 -3.739 0.325 0.4955
C 3.769 -4.195 1.251 -1.5844
C 1.403 -3.382 1.143 1.5781
C 0.747 -4.569 1.864 -0.4554
O -0.459 -4.825 1.112 -0.4640
C -0.600 -3.729 0.301 -0.4340
N 0.327 -2.877 0.272 -0.0232
C -1.861 -3.710 -0.479 0.2236
C -2.176 -4.847 -1.211 -0.2696
C -3.345 -4.903 -1.954 -0.7329
C -4.210 -3.822 -1.939 -0.8143
C -3.903 -2.692 -1.195 -0.7533
C -2.720 -2.605 -0.465 0.0901
P -2.246 -1.100 0.496 1.8444
C -3.670 -0.001 0.160 0.0225
C -4.731 0.242 1.027 -0.7614
C -5.720 1.156 0.681 -0.6747
C -5.664 1.825 -0.532 -0.7031
C -4.607 1.594 -1.403 -0.4971
C -3.613 0.699 -1.048 0.3717
C -2.617 -1.683 2.197 0.3112
C -2.203 -0.861 3.246 -0.0484
C -2.435 -1.218 4.566 -0.5186
C -3.068 -2.419 4.858 -0.6879
C -3.480 -3.248 3.824 -0.7023
C -3.262 -2.880 2.502 -0.4701
H 3.969 -2.802 -1.111 0.4610
H 3.386 -1.719 0.155 0.0218
H 2.315 -2.194 -1.170 0.1934
H 2.370 -4.558 -0.354 0.3646
H 4.066 -3.370 1.905 0.2149
H 4.647 -4.492 0.673 0.4102
H 3.490 -5.041 1.885 0.4291
H 1.680 -2.595 1.846 -1.1448
H 0.454 -4.333 2.890 0.1656
H 1.347 -5.479 1.856 0.4128
H -1.491 -5.685 -1.200 0.4879
H -3.571 -5.782 -2.544 0.3787
H -5.122 -3.844 -2.522 0.4046
H -4.589 -1.857 -1.205 0.4195
H -4.787 -0.279 1.975 0.4585
H -6.536 1.347 1.369 0.3613
H -6.431 2.544 -0.792 0.3130
H -4.534 2.132 -2.339 0.4835
H -2.770 0.534 -1.711 0.0596
H -1.709 0.078 3.030 -0.1255
H -2.109 -0.559 5.362 0.4977
H -3.238 -2.709 5.888 0.3566
H -3.973 -4.187 4.043 0.4114
H -3.587 -3.536 1.704 0.4200
C 4.624 1.424 2.477 -1.2820
C 3.617 0.434 2.993 1.4047
C 4.051 -0.539 3.898 -0.7925
C 3.190 -1.469 4.461 -1.0550
C 1.851 -1.455 4.098 0.2997
C 1.418 -0.522 3.171 -0.7920
C 2.263 0.444 2.619 0.3378
P 1.365 1.584 1.452 1.0952
C 0.157 2.318 2.636 0.5461
C -1.154 2.363 2.159 -0.9738
C -2.201 2.853 2.927 -0.8170
C -1.941 3.303 4.210 -1.2295
C -0.641 3.270 4.699 -0.8116
C 0.417 2.786 3.934 1.5967
C 1.796 2.757 4.533 -1.5788
C 2.398 2.926 0.885 1.6748
C 2.244 4.243 1.333 -0.2810
C 2.894 5.308 0.748 -1.1178
C 3.707 5.036 -0.377 -0.5702
C 3.873 3.770 -0.853 -1.4161
C 3.253 2.619 -0.243 1.8483
C 3.494 1.343 -0.713 -1.7480
H 5.605 1.217 2.910 0.4474
H 4.348 2.452 2.713 0.1700
H 4.697 1.367 1.387 0.1934
H 5.099 -0.546 4.179 0.2897
H 3.564 -2.198 5.170 0.3459
H 1.153 -2.176 4.509 0.5438
H 0.382 -0.543 2.847 -0.6476
H -1.352 2.015 1.152 0.4243
H -3.202 2.882 2.513 0.5579
H -2.741 3.692 4.829 0.3564
H -0.434 3.638 5.699 0.4128
H 1.871 3.479 5.349 0.5462
H 2.560 2.992 3.792 0.0692
H 2.024 1.765 4.930 0.1886
H 1.542 4.441 2.136 0.1898
H 2.721 6.321 1.086 0.3152
H 4.196 5.857 -0.894 0.3082
H 4.483 3.600 -1.734 0.3296
H 3.104 0.459 -0.221 -0.3864
H 4.098 1.191 -1.600 -0.0271
F -0.218 3.403 -5.617 -0.2211
C -0.885 3.896 -4.573 0.5113
F -1.682 2.938 -4.088 -0.0931
F -1.663 4.896 -5.006 -0.2699
S 0.322 4.497 -3.309 1.0652
O 1.007 3.301 -2.895 -0.5390
O 1.020 5.523 -4.020 -0.7400
N -0.555 5.153 -2.177 -0.6641
S -1.243 4.343 -1.015 1.0097
O -1.372 2.924 -1.274 0.0278
O -0.829 4.770 0.283 -0.6558
C -2.956 4.997 -1.168 0.2895
F -3.702 4.512 -0.167 -0.1691
F -3.519 4.628 -2.324 -0.2250
F -2.987 6.328 -1.099 -0.2272
```